1.
{"formula": "C17H41BrClFO5P", "method": "ωB97M-V/def2-TZVPD", "elements": ["C", "C", "C", "C", "O", "P", "Cl", "C", "C", "C", "F", "O", "C", "C", "C", "C", "Br", "H", "H", "H", "H", "H", "H", "H", "H", "H", "H", "H", "H", "H", "H", "H", "H", "H", "H", "H", "H", "H", "H", "H", "C", "C", "O", "H", "H", "H", "H", "H", "H", "C", "C", "O", "H", "H", "H", "H", "H", "H", "C", "C", "O", "H", "H", "H", "H", "H", "H"], "xyz": [[-0.471201, 1.830469, -3.536332], [-1.256914, 1.123302, -2.431057], [-0.415262, 0.842902, -1.172566], [0.192083, -0.558104, -1.127571], [1.589133, -0.554820, -0.981633], [2.139357, -2.187357, -0.618670], [4.329120, -1.519114, -0.639135], [2.241897, -2.651174, -2.447204], [2.238311, -1.609201, -3.574062], [3.484307, -0.759916, -3.672785], [3.490912, -0.085127, -4.913192], [0.461038, -2.704251, -0.398033], [-0.273843, -1.558105, -0.076512], [-1.774727, -1.808733, 0.031219], [-2.433408, -1.451268, 1.355860], [-2.329182, 0.002161, 1.778054], [-1.712946, -2.583963, 2.792743], [0.119899, 2.648842, -3.119573], [0.221528, 1.142946, -4.025502], [-1.131477, 2.240057, -4.303738], [-2.143263, 1.709578, -2.170771], [-1.631798, 0.174650, -2.829220], [0.417285, 1.550396, -1.148800], [-1.031676, 1.033647, -0.292562], [-0.058731, -1.060734, -2.080871], [2.597028, -3.513070, -0.304544], [2.203491, -1.838437, 0.755662], [3.136555, -3.272214, -2.552358], [1.379779, -3.305743, -2.602776], [1.376136, -0.946532, -3.509238], [2.148796, -2.141691, -4.529996], [3.528254, -0.013435, -2.883477], [4.389267, -1.367953, -3.616099], [0.086250, -1.161820, 0.892390], [-1.925373, -2.879132, -0.131675], [-2.327996, -1.303158, -0.771177], [-3.486248, -1.726560, 1.314452], [-1.290903, 0.339537, 1.784865], [-2.879316, 0.637966, 1.080357], [-2.707219, 0.134871, 2.791217], [-2.385786, 4.077166, 3.797567], [-2.866038, 3.921674, 2.369515], [-4.105902, 3.218310, 2.314418], [-2.287737, 3.096533, 4.263851], [-1.416379, 4.577198, 3.839309], [-3.103037, 4.649391, 4.387899], [-2.159825, 3.333734, 1.783776], [-2.969613, 4.902210, 1.891090], [-4.742790, 3.707260, 2.847613], [-5.677777, 1.874135, 7.261636], [-5.992596, 2.820938, 6.119169], [-4.927311, 2.908724, 5.181457], [-4.769348, 2.189134, 7.775527], [-6.496694, 1.845968, 7.982229], [-5.518047, 0.859672, 6.889739], [-6.139566, 3.834666, 6.492142], [-6.915580, 2.513100, 5.615017], [-4.770497, 2.033938, 4.808230], [8.150800, -2.757493, -3.273854], [7.196563, -3.179966, -4.375910], [6.072416, -3.876586, -3.859513], [8.489642, -3.628690, -2.711762], [9.023363, -2.237913, -3.675548], [7.643924, -2.088026, -2.575310], [7.684304, -3.865727, -5.070395], [6.866921, -2.303199, -4.945996], [5.627645, -3.275860, -3.247585]], "forces_ev_per_a": [[0.00, -0.08, 0.05], [-0.02, -0.08, -0.05], [0.08, 0.15, -0.02], [-0.15, -0.45, -0.57], [0.07, 0.21, -0.04], [-0.64, -0.86, 0.27], [0.26, 0.08, -0.15], [0.04, 0.29, -0.25], [0.07, -0.11, -0.15], [-0.09, -0.05, 0.31], [0.01, -0.01, 0.01], [0.39, 0.15, 0.04], [0.01, 0.71, 0.51], [0.01, -0.60, -0.25], [-0.13, 0.26, -0.14], [0.34, 0.00, 0.11], [0.03, -0.04, 0.04], [-0.04, 0.04, -0.05], [0.06, 0.03, 0.04], [0.01, -0.03, -0.01], [0.08, 0.09, 0.02], [-0.10, 0.03, 0.06], [-0.03, 0.00, 0.15], [0.12, -0.05, 0.07], [-0.11, 0.13, -0.06], [-0.01, 0.01, -0.11], [0.12, 0.22, -0.07], [-0.02, -0.02, 0.12], [0.03, -0.06, 0.11], [-0.04, 0.00, 0.06], [0.02, 0.00, 0.02], [0.00, 0.05, -0.04], [0.02, 0.03, -0.15], [-0.09, -0.07, 0.00], [-0.02, 0.04, -0.06], [0.04, 0.13, 0.07], [0.04, -0.10, 0.03], [0.00, -0.09, -0.01], [-0.11, -0.03, 0.07], [-0.20, 0.08, -0.09], [0.12, -0.04, 0.04], [-0.14, 0.00, 0.11], [0.01, 0.04, -0.18], [0.03, 0.02, 0.02], [-0.01, 0.02, -0.05], [0.04, 0.01, -0.01], [-0.02, 0.00, -0.02], [0.05, -0.02, -0.05], [0.06, -0.12, 0.11], [0.06, 0.01, -0.01], [0.01, -0.11, -0.02], [-0.16, 0.04, 0.08], [-0.01, 0.01, 0.01], [-0.01, 0.00, -0.01], [-0.03, -0.01, 0.01], [-0.01, 0.01, -0.01], [-0.02, 0.03, 0.02], [0.05, 0.06, -0.09], [-0.01, -0.01, 0.07], [-0.06, 0.04, 0.07], [0.06, 0.12, -0.02], [0.01, -0.01, -0.02], [-0.02, 0.01, -0.03], [0.02, 0.02, -0.01], [-0.01, 0.00, -0.01], [0.04, -0.01, -0.04], [-0.11, -0.13, 0.11]], "orbital_gap_ev": 7.03, "max_force_ev_per_a": 1.11, "energy_ev": -123104.413, "total_charge": -1, "lumo_energy_ha": 0.075}

2.
{"formula": "C5H12N2O", "method": "ωB97M-V/def2-TZVPD", "elements": ["C", "C", "N", "C", "C", "O", "C", "N", "H", "H", "H", "H", "H", "H", "H", "H", "H", "H", "H", "H"], "xyz": [[-0.795017, 1.124024, 1.989798], [-0.248567, 1.603302, 0.641056], [-0.390094, 0.699913, -0.523346], [-1.359917, 1.116065, -1.515811], [0.190937, -0.478837, -0.600692], [-0.066339, -1.091362, -1.643386], [1.178835, -0.879656, 0.472629], [1.617057, -2.244055, 0.678579], [-0.281440, 0.133954, 2.230406], [-0.477788, 1.543859, 2.926370], [-1.830198, 1.267800, 2.159073], [-0.794078, 2.543797, 0.311862], [0.771175, 1.822466, 0.819486], [-1.418865, 0.254363, -2.261700], [-2.430056, 1.331489, -1.263761], [-0.854248, 1.978703, -1.932999], [2.083856, -0.247553, 0.576281], [0.737369, -0.499820, 1.459495], [1.184421, -2.819582, 1.379305], [1.454199, -2.678961, -0.265242]], "forces_ev_per_a": [[1.35, -1.59, 0.56], [-1.53, 1.15, -0.12], [-1.58, 2.19, 3.34], [-0.09, -1.26, -1.81], [0.28, -1.21, -2.48], [1.20, -1.95, 0.99], [0.03, 1.19, 3.96], [-0.04, -0.63, -3.21], [-2.23, 0.77, -0.39], [1.11, 1.67, -0.03], [-1.40, -1.00, -0.55], [0.92, -0.94, 0.61], [1.22, 0.46, -0.27], [0.22, 1.55, 0.80], [1.14, -0.07, 0.76], [-0.67, 0.40, -0.75], [-0.29, 0.11, -1.30], [0.56, -1.13, -1.60], [-0.65, 0.36, 0.09], [0.44, -0.06, 1.40]], "orbital_gap_ev": 9.97, "e_above_lowest_kcal_mol": 66.7, "max_force_ev_per_a": 4.30, "energy_ev": -10405.531, "lumo_energy_ha": 0.030, "smiles": "CCN(C)C(=O)CN"}